Entry 1:
8
Properties=species:S:1:pos:R:3:forces:R:3 method="wB97M-V/def2-TZVPD" relative_energy_ev=1.393 lumo_ev=-6.7253 molar_mass_da=67.1 smiles="C=[N+]=CC#N" charge=+1 homo_ev=-17.4
N 0.1556 -0.4658 0.0685 1.16 0.28 0.33
N -0.8954 2.7532 -0.3253 -1.74 2.01 -0.35
C -0.1458 1.9153 -0.2342 4.73 -5.47 1.46
C 0.8571 0.5341 0.0478 -2.66 5.67 -1.40
C -0.5328 -1.4762 0.0873 0.37 -1.77 4.15
H -0.7002 -1.9314 -0.8075 -0.95 -1.41 -2.52
H 1.9471 0.6960 0.0629 -0.54 -0.52 0.05
H -0.6855 -2.0252 1.1005 -0.36 1.22 -1.72

Entry 2:
19
Properties=species:S:1:pos:R:3:forces:R:3 method="wB97M-V/def2-TZVPD" relative_energy_ev=0.708 lumo_ev=-2.9518 molar_mass_da=97.1 charge=+1 homo_ev=-13.7
O 0.2989 -0.9225 1.7521 0.48 -0.72 0.16
O -1.4904 -2.6645 -0.2802 1.11 1.13 -0.05
N 1.6651 0.6204 -0.8818 -0.65 0.23 0.03
N -0.0620 1.6899 0.9019 0.30 -0.47 -0.13
C 0.2936 0.4784 -1.2895 -2.16 0.82 1.42
C -0.6037 1.4699 -0.4844 -0.64 0.13 0.16
H 0.1600 0.7368 1.2694 0.00 0.04 0.04
H -0.1053 -0.4815 -0.9682 0.53 -0.36 -0.09
H -1.0476 -3.0214 -1.0712 -0.95 -0.40 0.72
H 1.1792 -1.3218 1.7914 0.19 0.51 0.02
H 2.1232 -0.2493 -1.0512 0.92 0.00 -0.22
H -2.2140 -3.1732 0.0752 -0.13 -0.72 -0.58
H -0.7440 2.1008 1.5336 -0.03 0.25 -0.09
H -0.0871 0.6229 -2.3011 0.89 -0.03 -0.52
H 0.8088 2.2171 0.9210 -0.06 0.05 -0.06
H -1.6105 1.1012 -0.2784 0.12 -0.50 -0.38
H -0.2318 -1.7292 1.7666 -0.64 0.24 -0.24
H -0.8060 2.4071 -0.9992 0.61 0.32 0.21
H 2.1433 1.4562 -1.2000 0.11 -0.53 -0.41

Entry 3:
21
Properties=species:S:1:pos:R:3:forces:R:3 method="wB97M-V/def2-TZVPD" relative_energy_ev=0.000 lumo_ev=-3.5311 molar_mass_da=352.0 charge=+1 homo_ev=-12.6
I -2.0433 1.1552 -3.2261 -0.15 0.35 -0.70
I -2.6860 -1.1815 1.2484 0.98 0.44 -0.39
N 0.1864 -1.8069 0.3839 -0.08 2.34 -0.26
C -0.7117 -0.4882 0.7005 0.54 0.36 -1.69
C 1.1648 1.1448 0.9389 -1.61 2.75 0.41
C -0.8194 -0.1001 -2.0308 -1.90 1.47 -0.08
C -0.4760 0.6724 -0.8137 -0.87 -1.34 4.21
C 0.0923 0.3030 1.7097 1.13 0.34 1.04
C 0.9498 0.9198 -0.5297 2.54 1.45 -2.88
H -1.5264 -0.8543 -1.8283 -0.80 -1.04 0.54
H 2.1393 0.9743 1.2382 2.04 -1.01 0.51
H -1.1048 1.5365 -0.3741 0.51 -1.49 -1.46
H 1.4723 1.7266 -1.2590 -1.55 -1.24 1.85
H -0.4953 0.9946 2.2967 -0.77 0.04 -0.26
H 1.0794 -1.3361 0.1312 -0.21 -0.89 0.36
H 0.5969 -0.2495 2.5407 -0.43 -0.26 -0.83
H -0.0904 -0.5337 -2.6534 1.47 -0.03 -0.41
H -0.0891 -2.3852 -0.4044 -0.49 0.11 -0.17
H 0.2554 -2.3920 1.2053 0.22 -0.10 0.38
H 1.1252 2.2881 1.2124 -0.62 -2.06 -0.60
H 1.5156 0.0666 -0.9472 0.07 -0.18 0.44